No. 1
C27H32IrN6OS as an isolated structure at a distorted geometry, computed with ωB97M-V/def2-TZVPD.

<S²>   8.819
Total energy   -53132.31042 eV
Multiplicity   6
E_HOMO (alpha / beta)   -20.0401 / -19.9785 eV
HOMO-LUMO gap (alpha / beta)   7.031 / 3.548 eV
Energy relative to the best compared isomer or geometry (same formula, charge and spin)   124.0 kJ/mol
Charge   +4

```
68
Properties=species:S:1:pos:R:3:forces:R:3
Ir -0.455 -0.291 -0.230 3.17 1.78 2.77
C -3.676 4.017 -0.151 -1.00 -1.39 1.21
C -3.352 2.872 -1.151 0.86 1.66 0.82
C -4.424 2.544 -2.156 -1.30 -1.83 -1.43
C -2.978 1.573 -0.426 1.62 0.55 -1.97
C -3.382 1.117 0.833 -0.50 1.00 1.45
C -3.598 -0.231 1.080 -0.34 0.60 0.98
C -3.189 -1.178 0.181 -0.38 -1.97 -0.66
C -3.639 -2.622 0.254 2.32 0.01 1.56
C -2.256 -0.797 -0.854 -1.84 0.14 -1.39
C -2.106 0.638 -1.164 0.00 -0.44 -1.45
H -3.909 5.035 -0.463 -0.02 -0.44 -0.75
H -2.858 4.085 0.525 1.17 0.37 0.45
H -4.464 3.692 0.562 -0.14 0.28 -0.73
H -2.524 3.256 -1.777 0.26 -0.58 0.50
H -5.071 1.762 -1.762 -0.64 0.27 0.37
H -4.029 1.966 -3.035 0.01 1.02 0.45
H -5.078 3.377 -2.502 0.83 -0.39 0.39
H -3.524 1.862 1.652 -0.46 -0.59 -0.88
H -4.109 -0.550 1.995 0.15 0.23 -0.30
H -2.949 -3.310 -0.317 -1.25 0.72 0.26
H -4.687 -2.715 0.063 -0.70 -0.19 -0.68
H -3.563 -2.926 1.334 -0.08 0.12 -0.77
H -2.068 -1.550 -1.633 -0.34 0.31 0.04
H -1.654 0.876 -2.197 -1.37 0.03 1.57
S 4.916 -3.593 -4.388 -1.41 1.37 0.14
N 4.381 -2.028 -4.329 1.72 -0.59 -0.61
C 3.421 -1.867 -3.426 0.53 -3.13 -0.76
C 2.739 -0.687 -3.134 -1.28 -0.70 0.55
C 2.688 0.525 -3.823 2.26 0.08 -0.80
C 2.016 1.578 -3.310 -0.34 2.07 -1.66
C 1.222 1.448 -2.178 -0.76 -1.79 1.11
N 1.066 0.200 -1.635 0.22 2.02 -0.83
C 1.779 -0.865 -2.098 -0.68 0.46 0.62
C 1.452 -2.133 -1.540 -1.53 0.28 1.24
N 0.420 -2.138 -0.565 1.56 -2.48 -0.18
C 0.159 -3.305 0.048 -1.07 0.86 -2.07
C 0.688 -4.546 -0.429 0.13 0.16 1.21
C 1.659 -4.599 -1.367 1.22 0.41 -1.59
C 2.046 -3.331 -1.953 -0.80 -0.94 1.39
C 3.061 -3.186 -2.898 1.32 0.24 -0.99
N 3.763 -4.227 -3.367 0.21 1.69 0.07
H 3.352 0.649 -4.688 -0.49 -0.03 0.16
H 2.001 2.529 -3.905 0.14 -0.83 0.91
H 0.645 2.300 -1.752 0.52 -0.87 -0.24
H -0.730 -3.330 0.699 0.84 0.15 0.10
H 0.316 -5.408 0.086 -0.03 -0.60 0.03
H 2.203 -5.505 -1.777 -1.07 0.96 0.81
C 1.636 2.945 3.025 -1.82 -0.14 -0.07
N 0.753 1.778 2.595 0.77 -0.28 0.76
C -0.321 1.521 3.601 -0.17 -1.69 -0.55
C 1.457 0.606 2.227 2.48 -0.63 0.66
O 1.178 -0.145 1.211 -2.24 0.63 -0.86
N 2.605 0.199 2.829 -1.62 0.14 -1.11
C 2.830 0.322 4.222 1.51 2.56 2.13
C 3.661 -0.673 2.272 0.40 1.11 -0.93
H 2.129 2.759 3.986 -0.47 0.38 -0.05
H 0.949 3.861 3.010 1.17 -1.31 0.28
H 2.385 3.037 2.279 0.70 0.38 -0.66
H -1.007 2.355 3.725 0.28 0.22 -0.23
H 0.114 1.258 4.607 -0.66 0.15 -1.03
H -0.902 0.665 3.128 0.38 0.74 1.14
H 3.432 1.265 4.426 -0.67 -1.02 -0.01
H 3.520 -0.469 4.492 -0.33 -0.22 0.46
H 1.953 0.340 4.877 0.16 -0.23 -0.44
H 4.634 -0.261 2.631 -0.64 0.14 -0.70
H 3.609 -0.719 1.166 0.12 -0.06 0.80
H 3.664 -1.625 2.756 -0.58 -0.95 -0.05
```
Positions in Å, forces in eV/Å.

No. 2
C27H32N2O8S as an isolated structure at a distorted geometry, computed with ωB97M-V/def2-TZVPD.

Total energy   -58689.20380 eV
E_HOMO   -8.3612 eV
HOMO-LUMO gap   7.040 eV
Energy relative to the best compared isomer or geometry (same formula, charge and spin)   2309.1 kJ/mol

```
70
Properties=species:S:1:pos:R:3:forces:R:3
C -6.860 -4.078 0.224 0.67 -0.22 1.83
H -7.130 -4.637 -0.739 0.26 0.10 1.85
O -5.471 -3.466 -0.120 -3.51 -3.18 4.03
C -5.531 -2.684 -1.196 -1.91 2.22 -0.68
C -4.133 -2.320 -1.484 -2.12 2.53 7.10
H -4.167 -1.604 -2.173 0.91 2.70 -3.18
C -3.811 -1.476 0.068 0.40 5.98 -9.57
N -2.378 -0.878 -0.317 -0.58 -5.29 5.33
C -1.429 -1.287 0.545 0.57 -2.41 5.58
O -1.454 -2.163 1.527 -0.35 3.70 -4.55
C -0.163 -0.366 0.254 -4.29 -4.48 -1.02
O 0.882 -0.610 0.643 6.51 -0.84 4.27
C -0.469 0.109 -0.990 4.77 7.28 -2.80
C 0.359 1.099 -1.627 -3.11 -5.39 -1.86
O -0.148 1.593 -2.902 -7.55 -7.50 6.87
H 0.498 2.053 -3.107 9.58 7.51 -4.22
C 1.813 0.963 -1.317 -4.99 6.11 5.27
C 2.675 0.646 -2.230 5.36 -0.83 -5.87
C 4.165 0.825 -2.062 -6.07 -0.26 4.74
C 4.433 1.234 -0.646 5.97 -3.32 -12.12
C 3.503 1.674 0.061 -6.31 6.00 12.44
C 2.083 1.737 0.008 8.74 -6.66 -10.33
H 1.466 2.116 0.616 -4.58 2.63 4.53
H 3.849 2.129 1.259 -0.44 -1.18 -3.72
S 6.191 1.229 -0.534 -5.25 -4.22 13.46
O 7.047 0.987 -1.507 5.11 -0.54 -9.30
O 6.486 1.926 0.637 0.86 5.97 1.27
N 6.391 -0.210 0.479 -1.39 -2.71 -1.17
C 6.221 -1.632 -0.139 6.03 3.80 -2.97
H 7.081 -2.323 0.237 -1.84 1.08 -0.35
C 4.930 -2.142 -0.249 7.57 -10.26 8.41
C 4.467 -2.482 1.128 -0.33 2.42 6.28
C 4.537 -1.075 2.002 0.70 -1.32 -0.49
H 3.722 -0.599 1.518 -0.75 1.36 -0.05
H 4.226 -1.321 3.039 0.41 0.39 -0.43
C 5.930 -0.266 1.912 -1.23 -4.96 -1.88
H 6.643 -1.064 2.260 -0.29 1.11 0.48
H 5.895 0.564 2.545 0.44 1.59 0.28
H 5.175 -3.102 1.758 -0.72 -0.14 -1.28
H 3.383 -2.761 1.391 1.59 -0.15 -1.23
H 4.265 -1.694 -0.537 -12.01 9.29 -6.67
H 4.818 -3.135 -0.485 0.68 -2.31 -2.75
H 6.496 -1.386 -1.240 0.38 -0.51 1.53
H 4.760 0.230 -2.666 1.63 -0.27 -1.25
H 2.277 0.370 -3.335 0.96 0.30 2.84
C -1.821 0.102 -1.111 -8.19 1.92 -4.82
C -2.587 1.357 -0.704 0.12 1.56 -2.26
C -3.188 2.076 -1.663 -3.51 6.68 1.78
C -3.904 3.508 -1.453 4.30 -6.72 9.20
C -4.032 3.922 0.012 3.06 -2.07 -4.80
C -3.214 3.135 0.891 -0.27 -0.96 2.38
C -2.603 1.947 0.525 1.65 -0.76 2.64
H -1.928 1.360 1.210 -1.01 1.07 0.23
O -3.207 3.530 2.305 -0.42 1.51 -3.53
C -2.537 2.822 3.359 -6.33 0.05 -0.15
H -1.537 2.879 3.278 3.55 -0.51 -0.36
H -3.127 1.839 3.295 1.84 0.78 0.99
H -2.897 3.481 4.201 0.64 -1.28 -0.32
O -4.477 5.117 0.325 0.29 0.66 6.33
H -4.233 5.144 1.545 -1.08 0.00 -5.19
H -4.378 3.948 -2.168 -2.71 2.69 -4.33
H -3.298 1.882 -2.636 0.18 -1.51 -3.66
H -2.157 -0.093 -2.203 0.56 0.40 1.24
H -4.528 -0.512 0.142 1.51 -2.51 0.05
H -3.762 -2.105 0.817 0.70 -2.78 3.81
H -3.453 -3.071 -1.425 1.86 -2.22 -0.65
H -5.907 -3.251 -2.040 -0.98 0.19 -0.54
H -6.213 -1.685 -0.856 1.49 -2.24 -1.75
H -7.764 -3.363 0.454 2.20 -0.51 -0.71
H -6.770 -4.692 1.389 0.09 1.47 -4.21
```
Positions in Å, forces in eV/Å.